(1)
Below is one molecule with the formula C4H7N3, with properties calculated with ωB97M-V/def2-TZVPD.

Calculated values
HOMO in eV: -7.939
Gap between HOMO and LUMO in eV: 8.64
Structure (SMILES): C/C=C1/CNN=N1
ΔE to the lowest compared entry with this formula, charge and spin in kcal per mole: 70.7
Calculated total energy in hartree: -320.7706

Structure (XYZ):
```
14
C4H7N3 ωB97M-V/def2-TZVPD
C 2.1652 0.5734 0.4962
C 1.1570 -0.3367 -0.1251
C -0.1416 -0.2725 0.1803
C -1.2444 -0.6546 -0.7651
N -2.3985 -0.1981 -0.0418
N -2.0248 0.6282 0.9433
N -0.7704 0.6577 1.0800
H 2.9975 0.7843 -0.1837
H 1.6925 1.5224 0.7686
H 2.5714 0.1307 1.4095
H 1.4690 -1.0500 -0.8967
H -0.7237 0.1328 -1.3529
H -1.3700 -1.6188 -1.2644
H -3.3792 -0.2987 -0.2483
```

***

(2)
Below is a 5-piece molecular cluster, C28H63F3IN10O9PS overall, with properties calculated with ωB97M-V/def2-TZVPD.

Calculated values
HOMO in eV: -7.615
Gap between HOMO and LUMO in eV: 7.73
Structure (SMILES): CCCN[C@@](N)(O[C@]([C@H](I)CC)([C@H](CCCS)O[C@H](CCC(F)=C(F)F)OCCC)[C@@H](C)CC)P(O)O.NC(N)=O.NC(N)=O.NC(N)=O.NC(N)=O
Calculated total energy in hartree: -3666.2758

Structure (XYZ):
```
116
C28H63F3IN10O9PS ωB97M-V/def2-TZVPD
C -3.5559 -2.9941 -4.5586
C -3.1126 -2.7189 -3.0959
C -2.2391 -1.4247 -3.0423
N -2.7558 -0.5809 -1.9585
C -2.2747 0.8042 -1.9415
N -3.1974 1.6388 -2.7652
O -2.2498 1.4597 -0.7202
C -1.8956 0.7868 0.5039
C -1.4676 2.0519 1.3281
I -0.8305 1.7152 3.3583
C -2.5641 3.1454 1.4224
C -1.8935 4.5418 1.5383
C -0.7103 -0.2002 0.3412
C -0.3919 -1.0742 1.5787
C 0.1157 -2.5152 1.3348
C -0.5295 -3.3299 0.2123
S 0.4334 -4.9025 0.0981
O 0.4327 0.6364 0.0589
C 1.5909 -0.0410 -0.3237
C 2.6706 0.3039 0.7427
C 3.6105 -0.8598 1.1146
C 5.0115 -0.4271 1.4201
F 5.9274 -1.4245 1.4825
C 5.4364 0.8214 1.7311
F 6.0559 1.0792 2.8853
F 5.3486 1.8968 0.9761
O 2.0577 0.4993 -1.5592
C 2.2933 -0.4862 -2.5402
C 3.5909 -1.3018 -2.3480
C 4.1769 -1.8490 -3.6687
C -3.1877 0.1613 1.1319
C -4.5247 0.7593 0.5957
C -3.3711 -1.3791 1.0249
C -3.5855 -2.0355 2.4264
P -0.6056 0.9830 -2.8769
O -0.0625 2.4251 -2.2750
O -1.0655 1.3370 -4.4428
H -4.3819 -2.3342 -4.8407
H -3.8650 -4.0327 -4.6994
H -2.7185 -2.7801 -5.2298
H -4.0271 -2.6113 -2.5043
H -2.5678 -3.5964 -2.7407
H -1.2176 -1.7649 -2.8635
H -2.3460 -0.9673 -4.0368
H -3.7586 -0.5628 -2.0982
H -3.9533 1.9933 -2.1912
H -3.5281 1.1258 -3.5684
H -0.6282 2.5416 0.8316
H -3.2401 3.1785 0.5704
H -3.1565 2.9651 2.3257
H -0.9655 4.4838 2.1078
H -1.6931 4.8895 0.5197
H -2.6006 5.2450 1.9847
H -0.8092 -0.8635 -0.5235
H -1.2083 -1.1184 2.3000
H 0.4002 -0.5581 2.1261
H -0.0272 -3.0777 2.2660
H 1.2010 -2.5394 1.1682
H -0.3970 -2.8423 -0.7579
H -1.5710 -3.6004 0.3725
H -0.3933 -5.6922 -0.6261
H 1.4824 -1.1180 -0.4963
H 3.2699 1.1125 0.3169
H 2.1949 0.7431 1.6233
H 3.6191 -1.6860 0.3988
H 3.2466 -1.2920 2.0609
H 2.3482 -0.0029 -3.5224
H 1.4498 -1.1879 -2.6202
H 4.3159 -0.7439 -1.7451
H 3.3312 -2.1751 -1.7303
H 5.2500 -1.6640 -3.7365
H 4.0192 -2.9257 -3.7541
H 3.6732 -1.3689 -4.5135
H -3.2259 0.4009 2.2000
H -4.6253 0.6758 -0.4841
H -5.3042 0.1127 1.0190
H -4.7430 1.7538 0.9822
H -2.5482 -1.9101 0.5523
H -4.2638 -1.6572 0.4580
H -4.0665 -1.3598 3.1375
H -2.6518 -2.4217 2.8496
H -4.2508 -2.8879 2.3249
H -0.8366 3.0019 -2.1635
H -0.3113 1.8333 -4.8234
N 2.8133 3.9734 -0.9184
C 2.7480 5.3168 -0.6982
N 3.7368 5.8219 0.1044
O 1.8764 6.0237 -1.1786
H 3.5236 3.3813 -0.5324
H 2.1021 3.5620 -1.5022
H 3.7190 6.8070 0.2879
H 4.4622 5.2627 0.5101
N 6.5557 -1.1781 4.6588
C 6.8355 -1.6381 5.9143
N 7.1561 -0.6693 6.8271
O 6.8029 -2.8208 6.2041
H 6.5774 -0.2105 4.4013
H 6.3179 -1.8616 3.9637
H 7.3674 -0.9715 7.7590
H 7.1892 0.3083 6.6118
N -4.5462 -5.1673 5.6519
C -5.2830 -4.9079 4.5312
N -6.0336 -5.9544 4.0727
O -5.2703 -3.8205 3.9794
H -4.5400 -6.0520 6.1215
H -3.9843 -4.4195 6.0130
H -6.5861 -5.7959 3.2515
H -6.0578 -6.8553 4.5098
N -0.4152 5.4077 -4.7649
C 0.7481 4.6981 -4.8247
N 1.8882 5.4240 -4.6681
O 0.7629 3.4895 -5.0000
H -0.4545 6.3974 -4.6159
H -1.2708 4.8947 -4.8729
H 2.7571 4.9253 -4.7005
H 1.9000 6.4133 -4.5127
```

***

(3)
Below is C27H47O5SiTc as an isolated structure, with properties calculated with ωB97M-V/def2-TZVPD.

Calculated values
HOMO (alpha / beta) in eV: -0.418 / -4.213
Gap between HOMO and LUMO (alpha / beta) in eV: 2.95 / 6.73
Net charge: -1
Expectation value of S²: 3.790
2S+1: 4
Calculated total energy in hartree: -1803.4839

Structure (XYZ):
```
81
C27H47O5SiTc ωB97M-V/def2-TZVPD
Tc 1.7331 0.0258 -0.6391
C 0.2741 2.0576 -1.6728
C 1.1996 3.0009 -1.1651
C 2.5152 2.5604 -1.4511
H 0.9187 3.9373 -0.6985
C 2.4344 1.3170 -2.1790
C 1.0083 0.9738 -2.3158
H 0.5782 0.3003 -3.0404
H -0.8018 2.1620 -1.6855
H 3.4373 3.0794 -1.2277
H 3.2253 0.9505 -2.8149
C 1.6783 -2.0315 0.0366
C 1.2691 -1.8512 -1.3468
C 2.4138 -1.3322 -2.0592
H 0.3332 -2.1379 -1.7874
C 3.4887 -1.1543 -1.1224
C 3.0419 -1.6170 0.1564
H 3.6363 -1.6829 1.0551
H 1.0791 -2.4807 0.8091
H 2.4593 -1.2115 -3.1215
H 4.4881 -0.8545 -1.3808
O 1.4616 1.6961 1.4720
C 6.4035 1.3313 0.7994
C 5.5034 2.1698 1.5025
C 6.3030 1.6325 -0.6771
C 6.3319 -0.0362 1.3394
C 2.5279 2.2168 1.8369
H 5.1524 3.1506 1.0549
H 5.2307 1.8821 2.5587
H 3.1410 1.8151 2.6268
H 2.9908 2.9900 1.2155
H 7.2411 1.7535 -1.2268
H 5.6972 2.5647 -0.7938
H 5.7490 0.7321 -1.0730
H 7.2610 -0.5210 1.5807
H 5.8006 -0.6129 0.5568
H 5.7291 0.0205 2.2623
C -2.6195 -1.5058 -2.6132
C -2.9652 -0.0838 -2.2140
C -2.6165 0.8483 -3.3611
C -4.4387 0.0654 -1.8725
O -2.1802 0.3367 -1.0581
Si -1.4925 -0.3231 0.2734
O 0.0370 0.1572 0.3230
O -2.2239 0.1313 1.6647
C -3.0358 1.2787 2.0251
C -2.6354 2.5106 1.2246
C -4.4890 0.8894 1.8099
C -2.8011 1.5490 3.5024
O -1.5669 -1.9614 0.1700
C -2.1033 -3.0105 1.0264
C -1.4256 -2.9684 2.3865
C -3.6022 -2.8262 1.1815
C -1.7883 -4.3248 0.3317
H -3.1994 -1.7747 -3.5063
H -2.8624 -2.2199 -1.8202
H -1.5552 -1.5856 -2.8613
H -2.8719 1.8883 -3.1240
H -1.5515 0.7875 -3.6124
H -3.1885 0.5573 -4.2513
H -4.7456 -0.6471 -1.0962
H -4.6581 1.0902 -1.5419
H -5.0459 -0.1349 -2.7658
H -2.8594 2.3971 0.1583
H -3.2033 3.3727 1.6002
H -1.5658 2.7189 1.3497
H -4.7354 0.0052 2.4134
H -5.1368 1.7145 2.1259
H -4.6924 0.6674 0.7543
H -3.0732 0.6824 4.1168
H -1.7544 1.8110 3.6918
H -3.4256 2.3930 3.8187
H -1.6309 -2.0215 2.8981
H -1.8180 -3.7893 3.0005
H -0.3423 -3.1017 2.2873
H -4.1075 -2.8525 0.2076
H -4.0056 -3.6408 1.7976
H -3.8239 -1.8774 1.6839
H -2.2673 -4.3822 -0.6531
H -0.7072 -4.4550 0.2084
H -2.1598 -5.1615 0.9356
```